No. 1
46
Properties=species:S:1:pos:R:3:forces:R:3 method="wB97M-V/def2-TZVPD" lumo_ev=0.528 gap_ev=9.3107 smiles="CCN(CCn1cccn1)C(=O)CCc1nnc(-c2ccccc2)o1" e_tot_ha=-1122.763258 charge=0 de_lowest_kj_mol=260.0
C -1.875 -3.344 1.151 -0.1178 0.0977 -0.1479
C -2.652 -2.324 0.314 0.1069 -0.3240 0.0588
N -2.064 -1.003 0.371 -0.2191 0.0861 0.2593
C -2.244 -0.273 1.611 -0.0629 0.3391 0.1053
C -3.618 0.417 1.675 0.4077 -0.3891 0.3118
N -3.767 1.372 0.617 -0.2776 -0.0583 -0.4263
C -4.076 1.127 -0.673 -0.1191 0.1567 -0.1843
C -4.000 2.328 -1.337 -0.0142 -0.1485 -0.0552
C -3.625 3.248 -0.348 -0.0349 -0.1756 -0.1186
N -3.488 2.654 0.820 0.2643 0.4656 0.6979
C -1.305 -0.419 -0.588 -0.1361 -0.0048 -0.4169
O -0.758 0.652 -0.407 0.2265 0.2284 -0.0886
C -1.130 -1.132 -1.928 0.0111 0.1333 -0.0113
C -0.082 -2.256 -1.826 0.0680 0.3144 -0.0789
C 0.976 -1.836 -0.877 0.0207 -0.6890 0.4007
N 1.138 -2.267 0.333 -0.8692 -0.5674 -0.8519
N 2.147 -1.559 0.874 1.1205 0.9925 0.2589
C 2.554 -0.722 -0.033 -0.3818 -0.6489 0.5858
C 3.613 0.251 0.095 0.3280 0.4273 -0.2191
C 4.351 0.309 1.277 -0.1291 -0.0547 -0.1450
C 5.361 1.241 1.407 0.0261 0.0140 0.0254
C 5.641 2.116 0.368 0.0207 0.0397 -0.0259
C 4.907 2.061 -0.805 0.0790 0.0741 -0.0168
C 3.893 1.133 -0.947 -0.0740 -0.1390 0.1157
O 1.848 -0.861 -1.181 0.1573 0.1931 -0.1198
H -2.201 -4.349 0.899 -0.0654 -0.1524 0.0333
H -0.807 -3.252 0.963 -0.0244 -0.0693 0.0326
H -2.047 -3.191 2.213 0.0053 -0.0195 0.1276
H -2.693 -2.658 -0.721 -0.0754 0.0607 0.0130
H -3.682 -2.260 0.681 0.0130 -0.0163 -0.1588
H -2.132 -0.952 2.458 0.0001 0.0101 0.0186
H -1.465 0.492 1.655 -0.1184 -0.1500 0.1041
H -3.700 0.957 2.619 -0.0903 -0.0708 -0.1058
H -4.424 -0.321 1.608 0.0273 0.1242 0.0264
H -4.338 0.146 -1.016 -0.0476 -0.1950 -0.0256
H -4.186 2.518 -2.374 -0.0539 -0.0115 -0.1971
H -3.458 4.302 -0.443 0.0464 0.2147 0.0292
H -0.762 -0.364 -2.611 -0.1071 -0.0365 0.1220
H -2.072 -1.515 -2.319 -0.0025 -0.0104 -0.0340
H -0.519 -3.178 -1.445 0.0979 0.0027 0.0092
H 0.354 -2.446 -2.809 -0.0763 -0.0934 0.0334
H 4.113 -0.381 2.070 0.0037 -0.0571 0.1040
H 5.934 1.288 2.321 0.0354 -0.0063 0.0731
H 6.432 2.844 0.475 0.0585 0.0535 0.0102
H 5.124 2.747 -1.611 0.0122 0.0489 -0.0569
H 3.311 1.088 -1.855 -0.0397 0.0109 -0.0716


No. 2
6
Properties=species:S:1:pos:R:3:forces:R:3 method="wB97M-V/def2-TZVPD" lumo_ev=3.248 gap_ev=4.5128 e_tot_ha=-442.990906 charge=-1 de_lowest_kj_mol=92.6
C -1.045 1.856 0.187 -0.0428 0.3407 -0.0278
N 0.975 -1.393 -0.533 -0.1888 1.2056 -0.6301
O -1.832 1.606 1.004 0.1216 -0.2338 -0.0718
O -0.300 2.217 -0.623 -0.0100 -0.2295 0.0642
F 1.143 -1.513 0.907 0.1020 -0.2027 0.7676
F 1.059 -2.773 -0.942 0.0180 -0.8803 -0.1021